[1]
The ion C7H12N2P with charge +1 at a distorted geometry. Source: the OMol25 dataset; level of theory: the ωB97M-V functional and the def2-TZVPD basis.

Last column: Mulliken charge in e.
Positions of all 22 atoms, in Å:
C: 2.91 0.37 -0.13  -1.89
C: 2.10 -0.87 -0.08  0.23
C: 0.79 -1.02 0.01  0.78
C: 0.06 -2.33 0.14  -1.28
C: -1.25 -2.05 0.25  -0.27
N: -1.48 -0.62 0.21  -0.15
P: -3.11 0.08 0.02  -0.11
C: -0.20 0.01 0.07  0.70
N: 0.05 1.28 -0.10  -0.13
C: -0.83 2.39 0.19  -0.79
H: 2.57 0.93 -1.02  0.54
H: 4.01 0.40 -0.31  0.34
H: 2.52 1.01 0.57  0.54
H: 2.73 -1.72 -0.16  0.40
H: 0.58 -3.23 0.11  0.47
H: -2.16 -2.65 0.23  0.45
H: -3.86 -0.63 1.05  0.13
H: -3.30 -0.70 -1.21  0.14
H: 0.98 1.35 -0.53  0.04
H: -0.49 2.79 1.09  0.32
H: -1.82 2.12 0.28  0.21
H: -0.80 3.08 -0.71  0.31

The charge is +1. Its SMILES is C/C=C1/C=CN(P)/C1=[NH+]\C. As for the energy above the lowest of the compared OMol25 structures with the same formula, charge and spin: 1.2191 eV. The value obtained for the HOMO-LUMO gap is 0.305 Eh. Its HOMO energy is -12.63 eV. The calculation puts the LUMO energy at -0.1593 Ha.

=====

[2]
A structure of composition C33H42Cl2N5O2Si4TeW at a distorted geometry. Source: the OMol25 dataset; level of theory: the ωB97M-V functional and the def2-TZVPD basis.

Last column: Mulliken charge in e.
Positions of all 90 atoms, in Å:
W: -1.09 -1.51 -0.72  1.29
Cl: -7.63 0.81 -0.36  -0.19
C: -6.08 0.38 -0.98  0.08
C: -5.23 -0.34 -0.16  -1.08
C: -3.97 -0.69 -0.64  0.11
N: -2.97 -1.41 0.07  0.40
C: -3.29 -2.03 1.27  0.27
O: -4.40 -2.20 1.73  -0.68
C: -2.09 -2.52 1.99  0.37
C: -2.17 -3.16 3.22  -0.68
C: -0.99 -3.54 3.83  -0.56
C: 0.22 -3.26 3.21  -0.95
C: 0.22 -2.63 1.98  -0.12
N: -0.93 -2.26 1.40  0.60
C: -3.58 -0.32 -1.92  0.31
C: -4.44 0.39 -2.74  -1.03
C: -5.69 0.74 -2.26  0.08
Cl: -6.74 1.64 -3.30  -0.19
N: -2.26 -0.75 -2.24  0.51
C: -1.77 -0.59 -3.52  0.30
O: -2.39 -0.22 -4.49  -0.70
C: -0.32 -0.90 -3.63  0.43
C: 0.36 -0.82 -4.83  -0.63
C: 1.71 -1.10 -4.83  -0.57
C: 2.33 -1.46 -3.64  -1.02
C: 1.58 -1.52 -2.48  -0.47
N: 0.27 -1.24 -2.50  0.37
H: -5.56 -0.62 0.82  0.64
H: -3.15 -3.34 3.64  0.60
H: -1.01 -4.03 4.80  0.48
H: 1.16 -3.53 3.66  0.52
H: 1.13 -2.39 1.46  0.36
H: -4.16 0.67 -3.74  0.68
H: -0.19 -0.53 -5.72  0.59
H: 2.29 -1.05 -5.75  0.47
H: 3.39 -1.69 -3.60  0.50
H: 2.02 -1.79 -1.53  0.73
C: 1.11 4.45 3.78  -1.13
Si: 0.29 2.96 3.01  0.65
C: -1.52 3.28 2.68  -0.91
C: 0.49 1.45 4.09  -0.77
Si: 1.39 2.57 0.96  -0.04
Te: 0.07 0.54 0.17  -2.25
Si: 0.91 4.01 -0.85  0.61
C: -0.93 4.25 -0.96  -0.93
C: 1.79 5.62 -0.49  -1.14
C: 1.55 3.23 -2.43  -0.76
Si: 3.57 1.70 1.08  0.60
C: 3.58 0.27 2.28  -0.56
C: 4.70 3.07 1.65  -1.15
C: 4.06 1.08 -0.62  -0.59
H: 0.63 4.68 4.74  0.40
H: 1.01 5.34 3.15  0.30
H: 2.17 4.29 3.97  0.30
H: -2.05 3.35 3.63  0.40
H: -1.97 2.46 2.11  0.21
H: -1.68 4.21 2.13  0.29
H: -0.12 1.57 5.00  0.42
H: 1.52 1.30 4.41  0.29
H: 0.15 0.55 3.58  0.06
H: -1.33 4.80 -0.11  0.29
H: -1.47 3.30 -1.03  0.22
H: -1.17 4.82 -1.86  0.41
H: 1.44 6.08 0.43  0.31
H: 1.60 6.32 -1.30  0.41
H: 2.87 5.49 -0.42  0.30
H: 1.15 2.22 -2.56  0.01
H: 2.64 3.17 -2.44  0.30
H: 1.24 3.83 -3.28  0.44
H: 3.44 0.60 3.31  0.30
H: 4.54 -0.25 2.23  0.42
H: 2.79 -0.46 2.06  -0.15
H: 4.43 3.43 2.64  0.31
H: 4.70 3.91 0.96  0.30
H: 5.73 2.69 1.71  0.40
H: 3.30 0.42 -1.04  -0.15
H: 5.00 0.53 -0.55  0.43
H: 4.21 1.90 -1.32  0.32
N: -0.72 -3.20 -1.00  -0.17
C: -0.36 -4.53 -1.01  0.17
C: -1.35 -5.49 -1.25  -0.30
C: -1.01 -6.83 -1.24  -0.69
C: 0.31 -7.22 -0.99  -0.44
C: 1.28 -6.26 -0.75  -0.89
C: 0.96 -4.91 -0.76  0.28
H: -2.36 -5.17 -1.45  0.49
H: -1.77 -7.58 -1.43  0.41
H: 0.57 -8.27 -0.98  0.40
H: 2.31 -6.57 -0.57  0.41
H: 1.71 -4.16 -0.58  0.33

The charge is +1. As for the energy above the lowest of the compared OMol25 structures with the same formula, charge and spin: 0.0000 eV. The value obtained for the HOMO-LUMO gap is 0.229 Eh. Its HOMO energy is -10.15 eV. The calculation puts the LUMO energy at -0.1441 Ha.

=====

[3]
A structure of composition C37H29BrGeN4O3Pt. Source: the OMol25 dataset; level of theory: the ωB97M-V functional and the def2-TZVPD basis.

Last column: Mulliken spin population.
Positions of all 76 atoms, in Å:
Pt: -0.08 -1.86 -0.65  0.16
O: 0.96 -5.12 1.61  0.05
C: 0.40 -4.24 0.93  0.00
N: 1.00 -3.08 0.54  0.04
C: 2.43 -3.06 0.79  0.01
C: 3.27 -2.40 -0.26  -0.02
C: 4.33 -1.56 0.10  0.01
C: 5.12 -1.00 -0.87  -0.01
C: 4.85 -1.28 -2.20  0.01
C: 3.81 -2.16 -2.47  0.00
N: 3.05 -2.72 -1.54  0.01
C: -0.96 -4.40 0.40  0.35
C: -1.88 -5.26 0.97  -0.16
C: -3.19 -5.31 0.52  0.35
C: -3.54 -4.42 -0.55  0.06
C: -2.59 -3.59 -1.08  -0.03
N: -1.29 -3.57 -0.68  0.27
H: 2.77 -4.10 0.86  0.00
H: 2.65 -2.61 1.77  0.01
H: 4.50 -1.36 1.15  0.00
H: 5.93 -0.32 -0.60  0.00
H: 5.43 -0.85 -3.01  0.00
H: 3.58 -2.44 -3.49  0.00
H: -1.54 -5.87 1.80  -0.01
H: -3.92 -5.96 0.98  0.05
H: -4.55 -4.37 -0.94  0.00
H: -2.83 -2.90 -1.88  0.03
C: 0.95 -0.15 -0.43  0.94
Ge: 0.27 1.21 0.74  -0.02
C: -1.05 0.60 2.07  0.01
C: -2.04 1.41 2.62  -0.01
C: -2.89 0.93 3.61  0.00
C: -2.77 -0.38 4.05  0.00
C: -1.78 -1.20 3.52  0.00
C: -0.93 -0.71 2.54  0.00
C: -0.21 2.98 -0.02  0.04
C: -1.51 3.45 -0.19  -0.02
C: -1.75 4.70 -0.75  0.00
C: -0.70 5.50 -1.17  0.00
C: 0.60 5.05 -1.02  0.00
C: 0.84 3.80 -0.44  0.00
C: 1.75 1.81 1.96  -0.04
C: 2.92 1.07 2.06  -0.04
C: 3.94 1.42 2.94  0.03
C: 3.79 2.53 3.75  0.00
C: 2.63 3.29 3.67  0.00
C: 1.63 2.93 2.79  0.01
H: 1.56 0.25 -1.25  -0.10
H: -2.16 2.44 2.28  0.00
H: -3.66 1.58 4.01  0.00
H: -3.45 -0.76 4.81  0.00
H: -1.69 -2.22 3.84  0.00
H: -0.19 -1.37 2.11  0.01
H: -2.34 2.82 0.07  0.00
H: -2.77 5.05 -0.88  0.00
H: -0.89 6.47 -1.62  0.00
H: 1.44 5.66 -1.35  0.00
H: 1.86 3.47 -0.31  0.01
H: 3.02 0.20 1.42  0.02
H: 4.84 0.82 2.99  0.00
H: 4.58 2.81 4.44  0.00
H: 2.51 4.17 4.31  0.00
H: 0.72 3.53 2.74  0.00
Br: -2.23 0.06 -7.37  0.00
C: -2.66 0.71 -5.63  0.00
C: -3.50 1.81 -5.52  0.00
N: -3.84 2.32 -4.34  0.00
C: -3.35 1.73 -3.24  0.00
C: -2.51 0.62 -3.27  0.01
C: -2.15 0.10 -4.50  0.00
C: -1.99 0.02 -1.97  0.01
O: -2.40 0.49 -0.91  0.00
O: -1.17 -0.93 -2.16  -0.03
H: -3.90 2.29 -6.40  0.00
H: -3.62 2.15 -2.29  0.00
H: -1.49 -0.75 -4.54  0.00

The charge is -2. As for the energy above the lowest of the compared OMol25 structures with the same formula, charge and spin: 0.3565 eV. As for the expectation value of S²: 2.020. The value obtained for the HOMO-LUMO gap (spin up / spin down) is 0.102 / 0.208 Eh. Its HOMO energy (spin up / spin down) is 0.97 / -1.92 eV. Its spin multiplicity is 3. The calculation puts the LUMO energy (spin up / spin down) at 0.1378 / 0.1378 Ha.